Entry 1:
Formula: C5H13NO
Source: the Open Molecules 2025 dataset
Level of theory: the ωB97M-V functional and the def2-TZVPD basis

The electronic energy is -328.307143 a.u. The value obtained for the LUMO energy is 0.852 eV. The max |F| comes out at 1.05 eV Å⁻¹. The structure (SMILES) is CCC(N)=O.CC. As for the energy above the lowest of the compared OMol25 structures with the same formula, charge and spin: 30.7 kJ/mol. The HOMO energy is -9.8 eV.

```
! RIJCOSX wB97M-V def2-TZVPD def2/J DEFGRID3
* xyz 0 1
C -0.54273 1.08603 -1.02387
C -1.23234 2.43074 -1.26047
C 0.95304 1.17404 -0.75559
O 1.50284 0.59866 0.16101
N 1.68011 1.82129 -1.71604
H -0.90744 0.57435 -0.13003
H -0.67687 0.40626 -1.86976
H -1.72593 2.48083 -2.22617
H 2.63940 2.04872 -1.51361
H 1.24125 2.39944 -2.41616
H -0.57930 3.28570 -1.09130
H -2.05589 2.59137 -0.55108
C 0.36214 -3.24539 1.73993
C -0.42151 -1.94011 1.86578
H -0.29472 -4.08506 1.96081
H 0.64235 -3.46391 0.70423
H 1.29049 -3.32586 2.30569
H -0.09692 -1.20709 1.12699
H -0.28133 -1.50286 2.85438
H -1.49664 -2.12715 1.83525
*
```

List of Löwdin charges in e, atom by atom: -0.1625, -0.1010, -0.5575, 0.0472, 0.1506, 0.0994, 0.1200, 0.0672, 0.1054, 0.0955, 0.0706, 0.0738, -0.1720, -0.1621, 0.0538, 0.0584, 0.0608, 0.0295, 0.0621, 0.0609


Entry 2:
Formula: C34H34F4NO3
Source: the Open Molecules 2025 dataset
Level of theory: the ωB97M-V functional and the def2-TZVPD basis

The electronic energy is -1995.658354 a.u. The value obtained for the LUMO energy is -4.483 eV. The max |F| comes out at 1.35 eV Å⁻¹. The HOMO energy is -10.8 eV.

```
! RIJCOSX wB97M-V def2-TZVPD def2/J DEFGRID3
* xyz 1 1
C 4.71520 0.14301 2.53329
O 4.28862 1.50708 2.44391
C 3.23921 1.72851 3.37081
C 1.95078 2.26303 2.70822
C 1.40973 1.29666 1.59021
C 0.03853 0.80456 2.07198
C -0.93447 1.78595 2.21293
N -2.15260 1.48481 2.66285
C -2.47259 0.22887 3.00224
C -1.58187 -0.80390 2.87119
C -0.27546 -0.52595 2.39965
C 0.77059 -1.62827 2.26650
O 1.15262 -2.28599 3.19284
O 1.28189 -1.83216 0.99711
H 5.26294 -0.01233 3.47844
H 5.36890 -0.03986 1.66795
H 3.87344 -0.57407 2.47378
H 3.56373 2.44266 4.15068
H 2.94430 0.81365 3.92369
H 2.06867 3.27990 2.29969
H 1.22109 2.37082 3.53191
H 2.09768 0.47215 1.38606
H 1.27088 1.84091 0.62885
H -0.68896 2.81408 1.95073
H -2.80311 2.26060 2.76630
H -3.47942 0.04163 3.37629
H -1.85582 -1.82321 3.15128
H 2.14508 -1.39544 0.93920
F 1.37256 2.81357 -1.38980
C 1.38438 2.01670 -2.48758
C 2.17236 2.36622 -3.56352
C 2.18581 1.54579 -4.68270
C 1.40543 0.39665 -4.71370
C 0.61410 0.06110 -3.62294
C 0.60723 0.87524 -2.49810
H 2.76708 3.26978 -3.52344
H 2.80486 1.80359 -5.53181
H 1.41510 -0.23676 -5.58777
H 0.00364 -0.83158 -3.64857
H 0.00337 0.62737 -1.63290
F -0.36618 -1.59338 -6.10054
C -0.35784 -2.38924 -7.19402
C 0.42840 -2.04087 -8.27402
C 0.43987 -2.86081 -9.39343
C -0.34054 -4.00897 -9.42151
C -1.12906 -4.34160 -8.32825
C -1.13511 -3.52970 -7.20294
H 1.02369 -1.13734 -8.23642
H 1.05715 -2.60354 -10.24405
H -0.33342 -4.64490 -10.29726
H -1.74032 -5.23419 -8.35163
H -1.73671 -3.77681 -6.33771
F -3.11571 -7.38815 4.87414
C -2.08331 -6.56087 4.64734
C -2.19636 -5.59601 3.66519
C -1.12903 -4.73853 3.43559
C 0.03719 -4.86083 4.17966
C 0.13569 -5.84024 5.15961
C -0.93226 -6.69328 5.40044
H -3.11023 -5.52158 3.08959
H -1.20743 -3.97337 2.67127
H 0.86787 -4.19450 3.99391
H 1.04527 -5.93980 5.73716
H -0.87730 -7.45666 6.16551
F -1.16255 4.60452 3.04760
C -1.93652 5.45663 2.31780
C -2.55450 6.51204 2.95517
C -3.33901 7.38156 2.21145
C -3.50189 7.17773 0.84670
C -2.87649 6.10809 0.22244
C -2.08203 5.24162 0.96101
H -2.42150 6.64955 4.02063
H -3.82377 8.21818 2.69639
H -4.11745 7.85540 0.27003
H -3.00589 5.94752 -0.83964
H -1.57828 4.40697 0.48704
*
```

List of Löwdin charges in e, atom by atom: -0.0914, -0.1712, -0.2368, -0.1304, -0.0783, -0.1009, 0.0174, 0.1364, -0.0149, 0.0636, 0.0054, -0.4148, 0.1600, 0.0981, 0.1030, 0.0992, 0.0685, 0.1329, 0.1235, 0.1256, 0.1157, 0.0912, 0.1146, 0.1288, 0.1886, 0.1530, 0.1283, 0.1075, 0.0271, -0.2871, -0.0151, -0.0642, -0.0810, -0.0724, -0.0288, 0.1205, 0.1105, 0.0862, 0.1025, 0.1043, 0.0371, -0.2798, -0.0200, -0.0775, -0.0904, -0.0784, -0.0191, 0.1139, 0.1076, 0.1042, 0.1072, 0.1161, 0.0690, -0.2868, -0.0172, -0.0962, -0.0928, -0.0672, -0.0072, 0.1169, 0.0837, 0.0752, 0.1092, 0.1218, 0.0190, -0.2836, -0.0130, -0.0626, -0.0761, -0.0697, -0.0320, 0.1224, 0.1137, 0.1103, 0.1123, 0.1051


Entry 3:
Formula: C6H13NO2
Source: the Open Molecules 2025 dataset
Level of theory: the ωB97M-V functional and the def2-TZVPD basis

The electronic energy is -441.486738 a.u. The value obtained for the LUMO energy is 0.779 eV. The max |F| comes out at 4.36 eV Å⁻¹. The structure (SMILES) is C=C(C)ON.C=C(C)O. As for the energy above the lowest of the compared OMol25 structures with the same formula, charge and spin: 507.4 kJ/mol. The HOMO energy is -7.9 eV.

```
! RIJCOSX wB97M-V def2-TZVPD def2/J DEFGRID3
* xyz 0 1
C 1.68229 1.29942 -0.26080
C 0.78866 0.20358 -0.80180
N 1.26832 -2.22776 -0.46627
C 0.61290 0.14487 -2.13963
O 1.03043 -0.96246 0.10049
H 0.40062 -2.47233 -0.94952
H 2.00840 -2.10349 -1.15907
H 1.72955 1.28237 0.82832
H 2.71594 1.15224 -0.57206
H 1.35722 2.28438 -0.59128
H 0.09918 -0.67070 -2.62410
H 0.87790 0.98408 -2.76013
C -1.11404 -0.28459 2.32501
C -1.45643 0.35465 1.02399
C -1.57618 -0.27994 -0.19365
O -1.59354 1.69572 1.12992
H -1.84744 2.06721 0.27453
H -0.93919 -1.34872 2.19939
H -1.92480 -0.11978 3.03860
H -0.18841 0.15508 2.69618
H -1.71767 -1.34891 -0.16650
H -2.21370 0.19506 -0.93162
*
```

List of Löwdin charges in e, atom by atom: -0.0456, -0.3723, 0.0357, 0.0176, -0.2228, 0.0699, 0.0846, 0.0773, 0.0853, 0.0801, 0.0553, 0.0623, -0.0246, -0.4516, -0.0065, 0.0391, 0.1128, 0.0833, 0.0901, 0.0854, 0.0693, 0.0752


Entry 4:
Formula: C4H11NO2
Source: the Open Molecules 2025 dataset
Level of theory: the ωB97M-V functional and the def2-TZVPD basis

The electronic energy is -364.116334 a.u. The value obtained for the LUMO energy is 0.896 eV. The max |F| comes out at 3.00 eV Å⁻¹. The structure (SMILES) is CN(O)CO.C=C. As for the energy above the lowest of the compared OMol25 structures with the same formula, charge and spin: 398.7 kJ/mol. The HOMO energy is -8.7 eV.

```
! RIJCOSX wB97M-V def2-TZVPD def2/J DEFGRID3
* xyz 0 1
C -0.06712 1.33945 0.39145
C -0.73076 -0.80282 -1.75253
C 0.28052 -0.64907 -2.60398
O 1.16639 1.34955 -0.23379
H 1.14192 0.72983 -0.97976
H 0.00227 2.08702 1.19965
H -0.90775 1.68932 -0.21628
H -0.70288 -1.57455 -1.00102
H 1.24631 -1.10176 -2.43675
H 0.19462 -0.00817 -3.47146
C 0.77992 -0.54430 1.89001
N -0.36032 -0.04496 1.17403
O -1.41412 0.21642 2.08919
H -2.17161 -0.26851 1.74293
H -1.69404 -0.34465 -1.92101
H 1.61628 -0.58177 1.18410
H 0.57309 -1.56808 2.19229
H 1.04728 0.07704 2.75294
*
```

List of Löwdin charges in e, atom by atom: -0.2200, -0.0817, -0.0772, -0.0568, 0.0465, 0.1177, 0.1126, 0.0521, 0.0563, 0.0557, -0.0989, -0.2449, -0.0640, 0.0920, 0.0596, 0.0825, 0.0804, 0.0882


Entry 5:
Formula: C4H10N2O2
Source: the Open Molecules 2025 dataset
Level of theory: the ωB97M-V functional and the def2-TZVPD basis

The electronic energy is -418.208040 a.u. The value obtained for the LUMO energy is 0.683 eV. The max |F| comes out at 5.47 eV Å⁻¹. As for the energy above the lowest of the compared OMol25 structures with the same formula, charge and spin: 664.0 kJ/mol. The HOMO energy is -8.5 eV.

```
! RIJCOSX wB97M-V def2-TZVPD def2/J DEFGRID3
* xyz 0 1
C 0.27782 0.43006 0.46498
C 1.36918 0.30015 1.58527
C -1.51598 1.55033 -0.57038
C -0.03663 -1.77908 -0.27050
N -0.51180 1.47246 0.49509
N 0.23705 -0.46957 -0.66017
O -0.54840 2.28755 1.40258
O 1.52775 -0.40174 -1.37048
H 1.89526 1.19718 1.49590
H 0.87206 0.36068 2.54439
H 1.77596 -0.77359 1.44432
H -0.93770 1.55116 -1.54795
H -2.25502 0.76684 -0.37611
H -2.19107 2.36101 -0.58165
H 0.28260 -2.34999 -1.11171
H 0.43071 -2.25122 0.60855
H -1.15361 -2.07615 -0.06236
H 1.47689 0.39218 -1.77574
*
```

List of Löwdin charges in e, atom by atom: -0.2587, 0.0174, 0.0135, -0.1144, -0.3024, -0.1830, -0.0296, 0.0264, 0.0545, 0.0683, 0.1045, 0.1183, 0.0994, 0.0713, 0.0770, 0.0795, 0.1313, 0.0267


Entry 6:
Formula: C7H19N3O7PZn
Source: the Open Molecules 2025 dataset
Level of theory: the ωB97M-V functional and the def2-TZVPD basis

The electronic energy is -3089.590692 a.u. The value obtained for the LUMO energy is 2.016 eV. The max |F| comes out at 5.81 eV Å⁻¹. As for the energy above the lowest of the compared OMol25 structures with the same formula, charge and spin: 391.3 kJ/mol. The HOMO energy is -2.6 eV.

```
! RIJCOSX wB97M-V def2-TZVPD def2/J DEFGRID3
* xyz -1 1
Zn 29.56827 29.43329 -27.25245
P 28.05135 26.49280 -26.96977
O 29.08192 26.87535 -25.91646
O 27.54626 25.24807 -26.24514
O 28.99525 26.67477 -28.17510
O 27.32231 27.83916 -26.96520
C 34.53688 29.14185 -26.39465
O 33.36153 29.21247 -26.84286
N 35.07527 29.83503 -25.33306
N 35.26368 28.10179 -26.74286
H 36.07255 29.68934 -25.26762
H 34.63670 30.52258 -24.73719
H 35.04349 27.62445 -27.60528
H 36.22027 28.12827 -26.41986
C 31.60302 33.80173 -23.07929
O 31.51373 32.63424 -23.87474
C 30.42670 31.78794 -23.73212
C 29.21604 32.22741 -24.49839
N 29.66309 32.20259 -25.89651
C 28.70226 32.90043 -26.77948
C 29.18687 32.74986 -28.26228
O 29.28519 31.34724 -28.48203
C 29.84004 31.03861 -29.80291
H 30.61092 34.24493 -22.99318
H 32.42393 34.47948 -23.31349
H 31.76211 33.52483 -22.03713
H 30.18393 31.64162 -22.67961
H 30.68326 30.80514 -24.12755
H 28.88286 33.25309 -24.34007
H 28.36554 31.54824 -24.43953
H 30.47650 32.78512 -25.75824
H 28.74407 33.97136 -26.58082
H 27.63161 32.70398 -26.72286
H 30.19533 33.03872 -28.55834
H 28.61062 33.12937 -29.10609
H 29.51496 30.00450 -29.91704
H 30.92877 31.02053 -29.85231
H 29.42270 31.50611 -30.69474
*
```

List of Löwdin charges in e, atom by atom: 0.8665, -0.1645, -0.2720, -0.3824, -0.3701, -0.4641, -0.6774, -0.0300, 0.1413, 0.1401, 0.0799, 0.1048, 0.1220, 0.0926, -0.0954, -0.1962, -0.2391, -0.2121, -0.0792, -0.1722, -0.1984, -0.4037, -0.1109, 0.0803, 0.0881, 0.0768, 0.1236, 0.1295, 0.1051, 0.1305, 0.0985, 0.1015, 0.1240, 0.1122, 0.1120, 0.0667, 0.0873, 0.0843


Question: The lowest max |F| belongs to which entry?
Answer: C5H13NO


Question: max |F| of number 6 (C7H19N3O7PZn)?
Answer: 5.81 eV Å⁻¹